Entry 1:
74
Properties=species:S:1:pos:R:3:forces:R:3:mulliken_charge:R:1 method="wB97M-V/def2-TZVPD" total_charge=0 lumo_energy_ev=0.23 homo_lumo_gap_ev=9.6
C 1.766 -0.889 3.216 0.710 0.252 -0.524 -0.46
O 0.469 -0.434 3.419 -1.257 -0.550 0.862 -0.70
H 2.445 -0.036 3.207 0.457 -0.075 0.224 0.16
H 2.003 -1.589 4.017 0.149 0.207 0.059 0.32
H 1.912 -1.401 2.265 -0.023 -0.154 -0.111 0.21
H 0.117 0.130 2.727 0.088 0.378 -0.539 0.45
C -3.939 1.543 0.923 0.615 -0.263 2.042 -0.08
O -3.479 0.636 1.954 -0.771 0.619 -0.337 -0.57
H -4.646 2.258 1.345 -0.739 -0.578 0.155 0.38
H -3.111 2.236 0.771 0.293 -0.387 -1.390 -0.37
H -4.373 0.912 0.148 0.208 0.751 -0.646 0.23
H -2.579 0.426 1.693 0.495 -0.165 0.117 0.35
C 3.929 -1.617 -0.424 -0.066 0.388 1.052 -0.62
O 3.228 -2.429 0.524 0.842 0.619 -0.412 -0.52
H 3.299 -0.915 -0.972 -0.394 -0.193 -0.162 0.15
H 4.567 -0.970 0.177 0.274 -0.024 -0.046 0.28
H 4.568 -2.151 -1.128 -0.144 -0.374 -0.013 0.30
H 2.390 -2.711 0.151 -0.247 -0.367 -0.320 0.54
C -0.003 -3.896 3.002 -1.045 0.702 0.534 -0.60
O -0.694 -2.885 2.262 0.007 -0.652 -0.122 -0.49
H 0.444 -4.614 2.316 0.561 0.076 0.338 0.26
H 0.634 -3.397 3.733 0.756 -0.398 -0.418 0.22
H -0.718 -4.393 3.658 -0.270 -0.385 -0.240 0.25
H -0.222 -2.071 2.457 -0.198 0.533 0.040 0.34
C 1.173 -0.582 -3.657 1.975 0.875 0.105 -0.73
O 0.167 -0.647 -4.616 -1.476 -0.669 -0.365 -0.58
H 1.318 0.477 -3.444 0.271 0.106 0.396 0.44
H 1.139 -1.122 -2.711 -0.889 -0.315 -0.088 0.16
H 2.083 -0.927 -4.147 0.187 0.006 0.053 0.36
H -0.637 -1.040 -4.268 0.034 -0.243 -0.022 0.32
C 0.352 0.285 0.321 0.089 0.615 -1.857 -0.45
O -0.640 0.840 1.130 -0.866 -1.123 1.556 -0.02
H 0.084 0.673 -0.661 0.629 -0.339 -0.648 0.19
H 1.336 0.687 0.563 0.182 -0.360 0.152 0.00
H 0.322 -0.803 0.256 -0.037 -0.005 0.507 0.17
H -0.580 1.794 1.036 -0.055 0.723 0.201 0.33
C -2.925 -2.150 -0.461 -0.379 -0.422 0.232 0.01
O -3.672 -2.792 -1.513 0.529 0.197 -0.187 -0.57
H -3.467 -2.391 0.453 0.402 0.607 0.354 0.44
H -1.895 -2.493 -0.359 -0.035 -0.393 -0.181 -0.06
H -2.843 -1.076 -0.627 -0.452 0.051 -0.041 -0.20
H -4.242 -3.436 -1.087 0.023 0.056 -0.137 0.33
C 3.074 3.141 0.790 -1.946 1.769 -3.939 0.76
O 2.691 3.500 -0.361 0.080 -0.687 1.627 -0.79
N 4.337 3.112 1.097 3.702 -0.270 0.868 -0.42
N 2.275 2.841 1.793 -0.385 -0.658 1.165 -0.12
H 5.046 3.361 0.422 -0.323 -0.084 0.207 0.26
H 4.585 2.970 2.066 0.453 0.041 -0.465 0.12
H 1.302 3.088 1.683 -0.384 -0.068 0.467 0.11
H 2.780 2.703 2.657 -1.106 -0.013 0.232 0.20
C -0.735 4.398 0.611 5.275 -0.613 -1.198 0.38
O -0.375 3.435 1.263 -0.010 -1.666 1.523 -0.95
N -1.880 4.880 0.626 -8.042 1.744 1.258 -0.27
N 0.112 5.054 -0.164 1.184 0.752 -1.222 -0.31
H -2.239 5.658 0.091 0.433 -0.171 0.222 0.25
H -2.526 4.399 1.236 -0.213 0.311 -0.095 0.27
H 0.925 4.502 -0.399 0.715 0.031 -0.471 0.15
H -0.327 5.611 -0.883 0.668 -0.026 -0.119 0.28
C -1.235 2.497 -2.733 3.789 3.823 -0.151 0.75
O -0.113 2.954 -2.978 -0.520 0.491 0.361 -0.68
N -2.247 3.146 -2.217 -3.069 3.796 2.061 -0.38
N -1.536 1.301 -2.950 -1.194 -6.493 -1.301 -0.23
H -3.172 2.771 -2.059 0.430 -0.240 -0.148 0.15
H -2.165 4.094 -1.876 0.366 -0.338 -0.366 0.18
H -2.467 0.995 -2.705 0.557 -0.694 -0.315 0.09
H -0.796 0.728 -3.331 -0.565 -0.245 -0.141 0.15
C 0.285 -4.413 -0.990 2.670 2.992 1.557 0.44
O 1.026 -3.486 -0.529 -1.683 -1.931 -1.398 -0.56
N 0.431 -5.007 -2.161 0.423 -0.300 -1.626 -0.42
N -0.707 -4.933 -0.302 -1.291 -0.457 1.513 -0.28
H 1.042 -4.591 -2.849 -0.338 -0.363 -0.031 0.26
H -0.289 -5.693 -2.337 0.695 0.094 -0.951 0.13
H -1.407 -5.456 -0.808 -0.117 0.152 0.853 0.19
H -0.777 -4.600 0.649 -0.689 -0.005 -0.151 0.11

Entry 2:
12
Properties=species:S:1:pos:R:3:forces:R:3:nbo_charge:R:1 method="wB97M-V/def2-TZVPD" total_charge=0 lumo_energy_ev=1.01 homo_lumo_gap_ev=10.1
C -1.807 -1.362 0.122 0.478 0.023 -0.403 -0.74
S -2.902 -0.269 1.068 0.011 -0.130 0.080 -0.05
H -2.034 -2.413 0.296 -0.261 0.142 -0.149 0.22
H -0.749 -1.243 0.364 -0.187 0.239 0.259 0.23
H -1.892 -1.082 -0.929 -0.119 -0.378 0.062 0.22
H -1.951 0.362 1.751 0.103 0.112 0.140 0.12
C 1.416 0.939 0.014 0.575 0.025 -0.435 -0.40
C 2.340 1.064 -0.934 -0.588 -0.125 0.938 -0.38
H 0.479 1.478 -0.032 -0.151 -0.257 0.093 0.20
H 1.666 0.291 0.842 -0.365 0.161 0.366 0.19
H 2.145 1.644 -1.809 0.237 0.313 -0.462 0.19
H 3.290 0.591 -0.753 0.267 -0.126 -0.491 0.19

Entry 3:
86
Properties=species:S:1:pos:R:3:forces:R:3:mulliken_charge:R:1 method="wB97M-V/def2-TZVPD" total_charge=+2 lumo_energy_ev=-6.41 homo_lumo_gap_ev=7.0
Ta -0.361 0.722 -0.315 -0.367 0.276 -0.988 1.39
O -1.848 1.883 -0.725 0.027 -0.030 -0.438 -0.66
C -2.404 3.084 -0.544 -0.106 0.385 0.263 0.61
C -3.768 3.249 -0.766 0.105 0.087 -0.019 -0.60
C -4.337 4.494 -0.563 -0.020 -0.036 -0.011 -0.67
C -3.570 5.584 -0.152 0.007 0.065 0.016 -0.81
C -2.219 5.429 0.057 0.003 -0.058 -0.014 -0.89
C -1.616 4.172 -0.116 -0.182 -0.255 -0.057 0.41
C -0.200 4.020 0.012 0.069 -0.102 0.039 -0.26
N 0.426 2.884 0.014 -0.071 -0.078 -0.129 0.35
N 1.807 3.028 -0.094 0.163 0.092 0.063 -1.04
C 2.297 1.972 -0.630 0.037 -0.007 0.224 0.42
O 1.478 0.946 -0.917 0.192 -0.169 -0.107 -0.42
C 3.718 1.757 -0.900 0.074 0.096 -0.008 0.51
C 4.138 0.555 -1.470 -0.023 0.025 0.031 -0.21
C 5.486 0.348 -1.712 0.013 -0.026 -0.016 -0.78
C 6.410 1.332 -1.393 0.001 0.013 0.011 -0.44
C 5.992 2.532 -0.828 -0.014 -0.007 -0.003 -0.70
C 4.649 2.748 -0.581 -0.026 -0.010 -0.006 -0.46
H -4.359 2.406 -1.098 0.012 -0.020 -0.002 0.55
H -5.398 4.626 -0.735 -0.001 -0.011 -0.004 0.46
H -4.035 6.550 -0.014 0.002 0.003 0.005 0.44
H -1.611 6.273 0.356 0.024 -0.005 0.003 0.48
H 0.417 4.915 0.047 0.016 -0.010 0.020 0.55
H 3.410 -0.205 -1.720 -0.003 -0.005 0.001 0.54
H 5.817 -0.581 -2.157 0.001 -0.002 -0.003 0.44
H 7.461 1.167 -1.588 0.008 0.001 0.000 0.42
H 6.716 3.298 -0.587 0.002 0.006 0.002 0.43
H 4.311 3.681 -0.149 -0.003 0.009 -0.001 0.48
C -1.142 2.862 3.460 -0.030 0.002 0.004 -0.87
N 0.004 1.970 3.517 0.036 -0.047 -0.094 0.08
C 1.124 2.183 4.445 0.013 0.012 0.024 -0.52
C 2.257 1.361 3.811 0.035 0.008 0.002 -0.57
N 1.568 0.617 2.748 -0.013 0.021 -0.022 0.12
C 2.226 -0.464 2.029 -0.026 0.001 -0.032 -0.93
C 0.327 1.051 2.612 -0.003 0.124 -0.039 -0.23
N -0.522 0.612 1.633 -0.011 -0.226 0.886 0.58
C -1.921 0.228 2.012 -0.004 -0.153 -0.060 -1.49
C -2.318 -0.994 1.193 0.013 0.082 -0.005 -0.77
N -2.173 -0.661 -0.230 0.109 -0.020 0.529 -0.35
C -2.505 -1.560 -1.144 0.075 0.028 0.079 0.10
N -2.957 -2.830 -0.982 -0.035 -0.004 -0.084 0.31
C -3.698 -3.406 0.138 0.052 0.047 0.051 -1.20
C -3.270 -3.407 -2.296 0.022 -0.005 -0.029 -0.73
C -2.492 -2.513 -3.246 -0.025 -0.016 -0.002 -0.57
N -2.386 -1.291 -2.461 0.003 -0.047 -0.219 0.09
C -1.793 -0.113 -3.045 -0.151 0.035 -0.005 -0.77
H -0.817 3.861 3.746 0.003 -0.007 0.004 0.37
H -1.936 2.546 4.136 0.011 -0.004 0.001 0.29
H -1.522 2.907 2.441 -0.014 0.011 0.032 0.19
H 0.860 1.837 5.444 -0.003 0.003 -0.005 0.36
H 1.361 3.245 4.495 -0.009 -0.004 0.004 0.36
H 2.706 0.658 4.510 0.004 0.016 0.004 0.37
H 3.045 1.980 3.380 -0.011 -0.002 -0.006 0.37
H 2.826 -1.031 2.740 -0.010 -0.020 -0.004 0.49
H 2.877 -0.073 1.245 0.021 -0.003 0.029 0.17
H 1.484 -1.120 1.579 0.000 0.010 -0.022 0.26
H -2.606 1.050 1.800 -0.017 0.000 0.047 0.21
H -1.945 0.002 3.077 -0.023 -0.021 0.006 0.72
H -3.346 -1.242 1.456 -0.015 -0.011 0.004 0.68
H -1.666 -1.832 1.465 -0.010 0.003 0.006 0.28
H -3.081 -3.524 1.023 0.001 0.042 0.014 0.41
H -4.011 -4.401 -0.168 0.011 0.002 0.000 0.42
H -4.598 -2.833 0.372 0.000 -0.005 0.008 0.37
H -4.347 -3.359 -2.481 0.008 0.018 0.005 0.44
H -2.952 -4.447 -2.333 -0.014 0.007 0.002 0.43
H -3.018 -2.327 -4.181 0.018 -0.012 0.005 0.40
H -1.495 -2.908 -3.465 0.013 -0.024 0.009 0.21
H -2.014 -0.116 -4.112 0.022 -0.005 0.011 0.48
H -0.696 -0.104 -2.962 0.069 0.001 0.040 0.33
H -2.238 0.787 -2.627 0.038 -0.063 -0.027 0.23
C -0.093 -5.161 0.001 0.105 0.097 -0.083 -0.84
Si 1.149 -4.218 -1.043 0.112 -0.168 -0.024 -0.31
C 1.110 -4.789 -2.827 -0.006 0.058 0.157 -1.01
C 2.879 -4.322 -0.330 -0.174 0.014 -0.048 -0.98
C 0.645 -2.424 -0.975 0.013 -0.153 0.008 -0.82
C 0.301 -1.261 -0.843 -0.125 0.099 -0.025 1.40
H 0.135 -6.228 0.011 0.017 -0.014 -0.009 0.47
H -1.104 -5.039 -0.391 -0.004 0.010 -0.025 0.14
H -0.088 -4.813 1.036 0.018 0.013 0.008 0.30
H 1.539 -5.790 -2.899 0.013 -0.011 0.017 0.41
H 1.693 -4.134 -3.476 0.013 0.019 0.010 0.35
H 0.096 -4.848 -3.223 -0.034 0.035 0.017 0.31
H 3.263 -5.341 -0.395 -0.011 -0.023 -0.009 0.35
H 2.898 -4.031 0.722 -0.022 0.015 0.006 0.30
H 3.566 -3.672 -0.874 -0.001 0.005 -0.023 0.30

Entry 4:
6
Properties=species:S:1:pos:R:3:forces:R:3:nbo_charge:R:1 method="wB97M-V/def2-TZVPD" total_charge=-1 lumo_energy_ev="4.69 / 4.69" homo_lumo_gap_ev="7.4 / 7.4"
C 0.328 0.659 0.666 -0.450 2.414 2.765 0.35
N -0.909 -0.125 -0.441 4.949 0.385 2.379 -0.41
O 1.486 0.956 1.396 -5.147 -2.786 -4.708 -0.74
O -0.367 -1.232 -1.310 -1.905 1.962 -1.022 -0.69
H -0.543 1.327 1.119 1.220 -1.068 -0.915 0.06
H 0.295 -1.679 -0.845 1.333 -0.908 1.501 0.44

Computed energy above the lowest of the compared OMol25 structures with the same formula, charge and spin (kJ/mol) in order:
243.2; 118.9; 0.0; 693.1